DFT (ωB97M-V/def2-TZVPD) results for C7H8N4 in the gas phase in a non-equilibrium geometry.

## Properties
- Kohn-Sham gap (spin up / spin down): 7.4 / 6.9 eV
- Lowest unoccupied orbital energy (spin up / spin down): 0.087 / -0.929 eV
- ΔE to the lowest compared entry with this formula, charge and spin: 149.7 kcal/mol

Last column: Löwdin charge in e.
Atoms and positions in Å:
C1 -2.5343 0.8366 0.2862  -0.084
C2 -2.8209 -0.4700 -0.2192  -0.072
C3 -1.2489 1.2009 0.6314  -0.061
C4 -1.7969 -1.3170 -0.4987  -0.040
C5 1.1332 0.9653 -0.0417  -0.040
C6 -0.1485 0.4071 0.2359  -0.158
C7 -0.4461 -1.0347 -0.0660  -0.383
N1 0.3103 -2.0369 0.0127  0.198
N2 2.2517 -0.9808 0.7735  0.132
N3 2.1710 0.1779 0.2020  -0.303
N4 3.2477 0.5349 -0.6814  0.082
H1 -3.4512 1.3989 0.4184  0.098
H2 -3.7422 -0.8514 -0.4608  0.077
H3 -1.2265 2.2371 0.9574  0.110
H4 -1.8375 -2.2656 -0.8617  0.073
H5 1.1745 1.9690 -0.4795  0.135
H6 1.4905 -1.0327 1.4554  0.061
H7 4.1065 0.3149 -0.1702  0.086
H8 3.3674 -0.0535 -1.4938  0.089

=====

DFT (ωB97M-V/def2-TZVPD) results for C7H8N4O in the gas phase in a non-equilibrium geometry.

## Properties
- Kohn-Sham gap: 8.5 eV
- Lowest unoccupied orbital energy: -1.254 eV
- SMILES: N#C[C@@H]1CCC[C@@H](C#N)N1N=O
- ΔE to the lowest compared entry with this formula, charge and spin: 139.1 kcal/mol

Last column: Löwdin charge in e.
Atoms and positions in Å:
N1 1.6202 -0.3041 3.3756  0.184
C1 0.9557 -0.8038 2.5958  -0.189
C2 0.2794 -1.6059 1.5449  -0.202
C3 1.0427 -1.5500 0.1791  -0.119
C4 0.9719 -0.1145 -0.3592  -0.215
C5 -0.4259 0.3400 -0.5429  -0.159
C6 -1.1902 0.2944 0.7742  -0.284
C7 -2.6052 0.7041 0.5402  -0.121
N2 -3.7483 0.7800 0.1120  0.158
N3 -1.0893 -0.9834 1.4835  -0.180
N4 -2.0784 -1.4921 2.1225  0.005
O1 -2.2218 -0.8697 3.2174  0.046
H1 0.1256 -2.6323 2.0003  0.171
H2 0.5488 -2.1731 -0.6188  0.135
H3 2.1111 -1.8953 0.2608  0.136
H4 1.4046 -0.0953 -1.3324  0.107
H5 1.6384 0.5331 0.2227  0.127
H6 -1.0082 -0.3639 -1.1234  0.128
H7 -0.3676 1.2225 -1.1219  0.122
H8 -0.6857 1.0940 1.3469  0.150

=====

- The lowest ΔE to the lowest compared entry with this formula, charge and spin belongs to which entry?
  C7H8N4O